C26H33O4W | wB97M-V/def2-TZVPD

Each line ends with the Mulliken spin population.
Element x y z (Å)
C 2.98 4.22 2.89  0.00
H -7.15 -2.95 -2.02  0.00
C -8.00 -1.23 0.82  0.00
H 0.37 -0.33 1.96  0.04
H 1.01 -2.06 -0.04  0.00
H 1.84 3.52 1.21  0.00
H 4.96 3.74 3.64  0.00
C -7.02 -2.30 -1.15  0.00
C -4.41 -0.15 0.54  0.01
H 0.71 -1.19 -2.42  -0.01
H -1.34 -3.16 -0.98  -0.01
C -0.33 -0.96 1.40  0.10
C 5.22 -1.59 0.32  0.00
H -8.85 -1.01 1.48  0.00
H 2.70 5.20 2.45  0.00
H 2.98 -2.79 -0.76  0.00
H -6.62 0.06 1.91  0.00
C 4.29 -1.03 -0.77  0.00
H -4.96 -1.77 -1.64  0.00
C 4.42 2.47 1.96  0.00
C -0.11 -0.50 -2.36  -0.10
C -1.29 1.47 -2.46  0.06
H 4.37 0.02 -2.71  0.00
H -1.77 -1.78 -3.11  0.00
H -9.07 -2.55 -0.49  0.00
H 2.72 1.39 -1.35  -0.01
H 2.64 -1.84 -2.21  0.00
C -6.77 -0.63 1.08  0.00
O 3.32 -0.23 -0.01  0.00
C -1.73 -1.13 1.69  0.02
H 5.95 -2.34 -0.06  0.00
C 0.00 0.91 -2.26  0.06
H 1.28 2.76 2.75  0.00
C -2.21 0.41 -2.78  -0.04
O 3.03 1.97 1.90  0.00
O -3.52 0.01 -0.47  0.04
H -3.25 -2.50 0.67  0.00
H -3.21 0.50 -3.20  0.00
C 4.46 3.83 2.67  0.00
H 4.53 -2.08 1.07  0.00
H 5.09 1.84 2.57  0.00
C 3.47 -2.15 -1.54  0.00
H 4.91 2.44 0.97  0.00
H 4.05 -2.85 -2.19  0.00
C -2.27 -2.03 0.70  -0.06
C -5.70 -0.82 0.18  -0.02
W -1.55 -0.16 -0.52  1.92
C 3.58 0.93 -0.84  0.01
C -1.20 -2.44 -0.17  -0.05
C 2.17 3.09 2.19  0.00
H 4.97 4.63 2.16  0.00
H -1.50 2.53 -2.46  0.03
H -2.26 -0.81 2.58  0.01
H 2.84 4.27 3.97  0.00
H 3.90 1.71 -0.15  0.00
H 5.64 0.75 -1.72  0.00
O -4.25 0.20 1.71  0.02
C -5.79 -1.68 -0.93  0.00
C -1.47 -0.82 -2.73  -0.02
H 5.73 -0.76 0.88  0.00
H 0.95 1.42 -2.15  0.04
C 4.67 0.23 -1.67  0.00
C -8.11 -2.07 -0.30  0.00
C 0.01 -1.82 0.30  -0.07

Results
Relative energy (zero: lowest compared OMol25 entry of this formula, charge and spin), kcal/mol: 15.59
2S+1: 3
Total charge: +1
HOMO energy (alpha / beta), eV: -11.188 / -11.669